P:
{"formula": "C4H9N2O", "method": "wB97M-V/def2-TZVPD", "multiplicity": 3, "lumo_energy_ha": [-0.11596, -0.29873], "charge": 1, "gap_ev": [8.653, 8.350], "symbols": ["N", "C", "H", "H", "H", "O", "H", "C", "N", "H", "C", "H", "H", "H", "H", "C"], "coordinates": [[-0.8587, -0.4235, 0.0334], [-0.2225, 0.7512, -0.0139], [-0.2494, -1.9037, 0.9929], [-0.6901, -2.0928, -0.8573], [-1.7434, 1.9797, 0.6615], [-2.2335, -0.5695, 0.0846], [-2.6782, 0.2698, 0.1039], [3.8926, -1.0743, 0.0617], [2.8066, -0.9025, -0.1962], [4.7817, -1.4985, 0.4538], [-0.8123, 2.1062, 0.0539], [-0.0965, 2.6404, 0.5847], [0.7835, -1.6477, -0.4792], [-0.8437, 2.5401, -0.9524], [0.8262, 0.5701, 0.1848], [-0.1697, -1.6418, -0.0285]]}

Q:
{"formula": "C4H9N2O", "method": "wB97M-V/def2-TZVPD", "multiplicity": 3, "lumo_energy_ha": [-0.12984, -0.18696], "charge": 1, "gap_ev": [9.437, 9.671], "symbols": ["H", "C", "H", "H", "H", "H", "C", "C", "H", "H", "N", "H", "O", "N", "H", "C"], "coordinates": [[-1.6725, 0.0300, -1.5891], [-1.3049, -0.2004, -0.5586], [0.5225, 2.4400, 0.2348], [-0.9742, -2.2964, -0.9811], [3.4722, -0.8493, -1.1494], [0.3500, 0.6762, -0.6433], [-0.0198, 0.6334, 1.3424], [-1.0062, -1.5087, -0.2920], [-0.2437, 1.1382, 2.2162], [0.3416, -0.4028, 1.4153], [2.5124, -0.8478, -0.6793], [-0.6927, -1.8990, 0.6635], [1.6004, -0.7844, -1.4671], [0.1527, 1.4337, 0.1473], [-1.8594, 1.5703, 0.9085], [-1.1785, 0.8669, 0.4319]]}

Here is how they stack up, most stable first: Q, P.

P:
{"formula": "C3H3NOS", "method": "wB97M-V/def2-TZVPD", "lumo_energy_ha": 0.01707, "gap_ev": 9.456, "symbols": ["H", "O", "C", "C", "H", "C", "H", "N", "S"], "coordinates": [[0.1569, 1.9475, 0.0254], [0.0906, -1.1565, -0.0174], [1.4089, -0.9350, -0.1191], [-0.5500, 0.0870, -0.0430], [-2.9515, 0.9157, 0.3246], [0.4572, 0.9624, -0.0575], [1.9059, -1.8076, 0.1806], [1.7639, 0.3081, -0.1586], [-2.2820, -0.3217, -0.1350]]}

Q:
{"formula": "C3H3NOS", "method": "wB97M-V/def2-TZVPD", "lumo_energy_ha": -0.01691, "gap_ev": 10.111, "symbols": ["C", "H", "S", "O", "H", "N", "C", "H", "C"], "coordinates": [[-2.2992, 0.2750, 0.1166], [-2.3787, 1.2981, -0.4831], [-0.8542, -0.8757, -0.0868], [0.3648, 1.5964, -0.0745], [-2.3961, 0.5805, 1.2760], [2.8157, -0.4639, 0.0859], [0.3808, 0.3532, -0.1095], [-3.0933, -0.4133, -0.0319], [1.7362, -0.1246, 0.0966]]}

Here is how they stack up, most stable first: Q, P.

P:
{"formula": "C4H9N2O2", "method": "wB97M-V/def2-TZVPD", "lumo_energy_ha": -0.11568, "charge": 1, "gap_ev": 11.544, "symbols": ["C", "O", "H", "H", "C", "N", "H", "H", "N", "H", "C", "O", "H", "H", "C", "H", "H"], "coordinates": [[0.8054, -0.1661, 0.3678], [-1.8292, 1.2335, 0.0622], [-2.2021, -0.5218, -0.9111], [2.1142, -2.9436, 0.7572], [0.9442, -2.6521, 0.7744], [0.7898, 1.0490, -0.0047], [-4.2207, 1.1790, -0.0416], [1.8299, 1.9974, -1.6081], [0.8262, -1.2429, 0.7679], [1.9786, 2.7551, 0.0722], [1.8989, 1.8300, -0.5004], [-3.8285, 0.5726, -0.6544], [0.3034, -3.1776, -0.0600], [0.4920, -3.0217, 1.7247], [-2.5584, 0.4599, -0.4956], [-0.1863, 1.3614, 0.0614], [2.8425, 1.2880, -0.3119]]}

Q:
{"formula": "C4H9N2O2", "method": "wB97M-V/def2-TZVPD", "lumo_energy_ha": -0.12253, "charge": 1, "gap_ev": 10.809, "symbols": ["H", "C", "H", "C", "H", "H", "H", "N", "O", "C", "O", "H", "C", "H", "H", "H", "N"], "coordinates": [[1.4514, -2.2015, -0.6507], [-0.0664, 1.7731, 0.1691], [-2.0360, 0.9590, 0.1212], [0.7503, -0.3513, -0.4049], [-1.2221, 0.4808, 1.7001], [-0.4636, 2.2302, -0.8031], [-0.6560, -2.7573, -0.1829], [1.1140, 0.9353, -0.2692], [1.8021, -1.2508, -0.7975], [-1.2241, -1.8314, 0.2189], [2.1094, 1.5822, -1.0128], [-2.1000, -1.6754, -0.4213], [-1.0847, 0.6294, 0.5289], [2.9916, 1.6688, -0.5459], [-1.2334, -2.0123, 1.2741], [0.2974, 2.3793, 1.0648], [-0.4299, -0.5582, 0.0111]]}

Here is how they stack up, most stable first: P, Q.